# 1
46
Properties=species:S:1:pos:R:3:forces:R:3 method="wB97M-V/def2-TZVPD" e_above_lowest_kj_mol=1.2 homo_energy_ev=-8.900
C -6.7870 -1.7918 0.5859 0.26 0.33 -0.08
C -6.4630 -0.3601 0.1849 -0.46 -0.21 -0.20
H -6.9983 0.3564 0.8118 0.07 -0.06 -0.11
H -6.7157 -0.1977 -0.8679 0.01 0.05 0.20
O -5.0832 -0.0570 0.3831 0.31 0.04 0.05
C -4.2446 -0.4696 -0.5945 0.06 0.00 0.15
O -4.6063 -0.9870 -1.6259 -0.32 -0.13 -0.29
N -2.9456 -0.2538 -0.2752 0.03 -0.05 0.13
C -1.9207 -0.4730 -1.2718 -0.02 0.00 -0.47
H -1.1046 -1.0428 -0.8156 -0.02 0.04 -0.09
H -2.3608 -1.0344 -2.0965 0.10 0.03 0.09
C -1.3925 0.8891 -1.7471 0.02 -0.49 -0.11
N -0.8959 1.6231 -0.6030 -0.24 0.28 -0.01
C 0.3814 1.6787 -0.1677 0.20 0.07 -0.34
O 0.6876 2.1707 0.8995 0.18 0.03 0.23
C 1.4914 1.1298 -1.0827 -0.26 -0.11 0.15
H 1.9196 1.9309 -1.6872 -0.08 -0.09 0.03
H 1.1495 0.3059 -1.7124 0.05 0.17 0.04
O 2.5421 0.6648 -0.2486 0.18 0.20 -0.17
C 2.1821 -0.3022 0.5974 0.03 -0.37 0.26
O 1.0973 -0.8268 0.5792 -0.07 -0.03 -0.03
C 3.2887 -0.6468 1.5717 -0.11 0.09 -0.19
C 4.6472 -0.5355 0.9426 0.17 -0.05 0.10
C 5.3171 0.6815 0.9152 0.05 -0.15 0.00
C 6.5549 0.7949 0.3101 0.06 -0.02 -0.03
C 7.1302 -0.3221 -0.2742 -0.22 -0.06 0.08
C 6.4782 -1.5440 -0.2594 0.12 0.06 -0.07
C 5.2390 -1.6423 0.3474 -0.04 0.14 0.08
H 4.7285 -2.5942 0.3590 -0.06 -0.11 0.01
H 6.9357 -2.4068 -0.7176 0.07 -0.06 -0.04
Cl 8.6805 -0.1901 -1.0295 0.19 0.02 -0.09
H 7.0728 1.7410 0.2914 0.07 0.07 -0.01
H 4.8630 1.5503 1.3666 -0.06 0.11 0.05
H 3.0997 -1.6507 1.9539 -0.05 0.12 -0.02
H 3.1927 0.0644 2.3963 -0.03 -0.05 0.03
C -1.9470 1.8715 0.3705 -0.04 0.00 0.47
H -2.7382 2.4580 -0.1045 0.00 -0.02 0.03
C -2.4968 0.5241 0.8578 -0.02 0.39 0.22
H -1.6901 -0.0261 1.3543 -0.06 0.07 0.04
H -3.3235 0.6696 1.5499 0.14 -0.02 -0.01
H -1.5173 2.4322 1.2006 -0.11 -0.02 -0.12
H -2.2197 1.4642 -2.1771 0.10 -0.06 -0.05
H -0.6286 0.7742 -2.5123 -0.03 0.02 0.00
H -6.4910 -1.9708 1.6169 -0.03 -0.04 0.10
H -6.2539 -2.4838 -0.0613 -0.01 -0.08 -0.04
H -7.8545 -1.9658 0.4858 -0.13 -0.05 0.00

=====

# 2
45
Properties=species:S:1:pos:R:3:forces:R:3 method="wB97M-V/def2-TZVPD" e_above_lowest_kj_mol=0.0 spin_multiplicity=5 total_charge=+2 homo_energy_ev="-13.956 / -14.455"
Co 0.9123 0.4136 -0.8542 0.56 0.01 -0.85
C -0.6346 1.5177 -4.7653 0.08 0.05 -0.03
C 0.0020 1.4458 -3.4190 0.08 -0.27 -0.24
N 0.6592 0.4555 -2.9447 -0.28 0.32 0.29
N 0.9760 -0.6642 -3.6309 0.01 -0.29 -0.20
C 1.8994 -1.4925 -3.0730 -0.08 0.14 0.09
N 2.3238 -2.5134 -3.7943 -0.06 0.02 -0.10
S 2.4983 -1.2167 -1.5091 0.10 -0.03 0.30
C -0.0444 2.5988 -2.4909 -0.03 0.36 0.16
C -0.4863 3.8476 -2.8900 -0.02 -0.18 -0.04
C -0.3867 4.9156 -2.0061 0.03 0.03 0.13
C 0.1345 4.6998 -0.7436 -0.04 0.00 -0.09
C 0.5279 3.4146 -0.4017 -0.03 0.07 0.08
N 0.4527 2.3913 -1.2499 -0.02 -0.16 0.02
H -0.6728 0.5510 -5.2621 -0.04 0.02 -0.01
H -0.1024 2.2152 -5.4155 0.02 0.00 0.02
H -1.6587 1.8778 -4.6625 0.00 -0.01 -0.03
H 0.6854 -0.7844 -4.5911 -0.02 0.06 -0.05
H 2.0204 -2.6797 -4.7423 0.01 -0.01 0.01
H 3.0136 -3.1401 -3.4093 -0.02 0.00 0.04
H -0.8933 3.9970 -3.8799 0.02 0.00 0.00
H -0.7113 5.9029 -2.3057 -0.01 -0.01 -0.01
H 0.2338 5.5027 -0.0277 -0.01 -0.01 0.01
H 0.9100 3.2017 0.5888 0.03 -0.02 -0.02
C 0.0559 -3.0007 5.7501 0.03 0.03 0.15
C -0.2582 -2.3731 4.4354 -0.04 0.08 -0.18
C -1.5437 -2.4416 3.8927 0.08 -0.05 0.13
C -1.8601 -1.8692 2.6800 0.01 0.09 -0.15
C -3.2675 -1.9655 2.1627 0.03 0.00 -0.01
C -0.8364 -1.1857 1.9618 -0.06 0.01 -0.38
Te -1.3247 -0.5884 0.0237 -0.27 -0.21 0.64
C 0.4584 -1.0551 2.5223 -0.03 0.00 -0.04
C 1.5901 -0.2527 1.9415 0.07 -0.08 0.20
C 0.7208 -1.6684 3.7310 -0.01 0.00 0.01
H -0.7355 -3.6748 6.0688 0.04 -0.03 0.01
H 0.1653 -2.2259 6.5140 -0.03 0.00 -0.01
H 1.0032 -3.5392 5.7194 -0.03 -0.04 -0.04
H -2.3113 -2.9695 4.4452 -0.03 0.01 -0.04
H -3.8964 -2.5266 2.8492 0.03 0.00 0.03
H -3.3056 -2.4656 1.1939 -0.04 -0.01 0.01
H -3.6993 -0.9701 2.0468 -0.06 -0.02 -0.02
H 1.3617 0.1599 0.9508 0.04 0.06 0.31
H 2.4974 -0.8492 1.8497 -0.01 0.01 -0.05
H 1.8087 0.5955 2.5911 0.03 0.05 -0.07
H 1.7182 -1.5916 4.1501 -0.02 0.00 0.03